(1)
A cluster of 11 separate species, C28H42N12O3 in total, computed with ωB97M-V with the def2-TZVPD basis set.

Each line ends with the Löwdin charge.
Positions of all 85 atoms, in Å:
N (-0.197042, 2.668230, 1.430133)  0.014
C (-0.943717, 1.483143, 0.946900)  -0.264
C (-0.741885, 1.398635, -0.549879)  -0.180
C (-1.317308, 0.114804, -1.167840)  -0.104
C (-0.678417, -1.032624, -0.489057)  -0.108
C (0.573250, -1.459675, -0.604856)  -0.054
C (1.600145, -0.896695, -1.503371)  -0.205
N (2.873780, -0.610635, -0.837631)  0.032
C (0.711283, -2.596613, 0.352741)  -0.394
O (1.718529, -3.168389, 0.630305)  0.172
O (-0.517470, -2.886269, 0.883182)  0.152
C (-1.380110, -1.883489, 0.479104)  -0.374
O (-2.508597, -1.764100, 0.878961)  0.159
H (0.707637, 2.678594, 0.981835)  0.025
H (-0.058073, 2.511385, 2.426732)  -0.011
H (-0.535349, 0.611808, 1.463681)  0.098
H (-1.979757, 1.606296, 1.232433)  0.087
H (0.322229, 1.488802, -0.734429)  0.086
H (-1.190178, 2.257812, -1.031924)  0.120
H (-1.181823, 0.082322, -2.238645)  0.124
H (-2.377133, 0.140016, -0.949560)  0.118
H (1.229770, -0.011696, -2.002210)  0.108
H (1.810478, -1.605489, -2.290938)  0.088
H (3.510183, -0.267208, -1.542069)  0.067
H (2.766063, 0.172695, -0.205436)  0.066
C (2.027079, -4.201968, -4.575206)  -0.075
C (1.763766, -2.775601, -4.719874)  -0.280
N (1.559382, -1.655842, -4.825010)  0.135
H (1.661126, -4.739736, -5.446473)  0.023
H (3.097349, -4.370696, -4.478389)  0.087
H (1.525187, -4.577913, -3.684647)  0.083
C (1.462878, 6.262819, 0.558464)  -0.093
C (1.714329, 5.082283, -0.258296)  -0.284
N (1.920191, 4.163212, -0.903919)  0.125
H (0.626927, 6.074100, 1.227300)  0.081
H (2.348039, 6.496846, 1.145188)  0.081
H (1.226311, 7.103542, -0.077975)  0.042
C (1.078514, 0.059326, 4.556376)  -0.060
C (0.496837, 1.396347, 4.514946)  -0.265
N (0.039199, 2.446017, 4.480425)  0.145
H (0.699655, -0.533589, 3.724240)  0.074
H (2.161116, 0.133550, 4.474057)  0.088
H (0.827890, -0.430216, 5.493104)  0.016
C (5.688805, 4.179309, -1.739502)  -0.075
C (5.491334, 5.493762, -1.142829)  -0.295
N (5.317673, 6.520129, -0.672009)  0.124
H (5.360255, 3.409907, -1.044782)  0.078
H (5.107569, 4.102256, -2.655325)  0.082
H (6.742258, 4.032319, -1.967741)  0.078
C (1.216543, 11.090725, -0.156888)  -0.062
C (0.868541, 9.897743, 0.605146)  -0.253
N (0.598932, 8.962965, 1.204028)  0.150
H (1.030880, 11.977677, 0.444356)  0.083
H (2.268801, 11.057459, -0.430278)  0.085
H (0.613459, 11.138662, -1.060665)  0.083
C (-0.328101, -2.800840, 7.651733)  -0.057
C (-0.054934, -1.371087, 7.589191)  -0.266
N (0.169959, -0.250851, 7.530727)  0.149
H (-0.699630, -3.059449, 8.640844)  0.084
H (-1.077678, -3.058358, 6.910286)  0.085
H (0.586008, -3.358495, 7.455724)  0.084
C (1.891002, -8.640738, -5.526021)  -0.065
C (1.861790, -7.386351, -6.266474)  -0.267
N (1.838767, -6.402488, -6.848078)  0.138
H (2.439109, -9.390742, -6.090768)  0.088
H (2.375349, -8.491852, -4.562924)  0.082
H (0.874480, -8.991849, -5.367883)  0.062
C (-2.242583, -7.862372, -7.401771)  -0.064
C (-1.371791, -9.031456, -7.439410)  -0.285
N (-0.690619, -9.948257, -7.473690)  0.136
H (-2.113356, -7.279680, -8.310762)  0.086
H (-3.280020, -8.179175, -7.323277)  0.083
H (-1.991129, -7.243253, -6.543579)  0.080
C (-5.541166, -0.743094, 2.201481)  -0.073
C (-5.010970, 0.561700, 1.830358)  -0.283
N (-4.604086, 1.591097, 1.546120)  0.140
H (-6.071624, -0.670950, 3.146104)  0.054
H (-6.222868, -1.097580, 1.430970)  0.083
H (-4.726116, -1.455499, 2.307846)  0.070
C (-6.088390, 1.683852, 5.475278)  -0.060
C (-5.221292, 0.514280, 5.436582)  -0.297
N (-4.542033, -0.399650, 5.402090)  0.141
H (-5.998666, 2.234994, 4.540535)  0.080
H (-7.121676, 1.372204, 5.612541)  0.083
H (-5.795046, 2.328885, 6.300245)  0.084

Cartesian forces (eV/Å) of the 3 atoms listed first:
N -0.55 -0.45 0.25
C 0.83 1.00 0.21
C -0.29 -0.12 -0.15

Results
Strongest force on any atom in eV Å⁻¹: 1.8
Total charge: 0
SMILES: NCCCC1=C(CN)C(=O)OC1=O.CC#N.CC#N.CC#N.CC#N.CC#N.CC#N.CC#N.CC#N.CC#N.CC#N
Total energy in eV: -53737.9306

---

(2)
A cluster of 2 separate species, C5H15NO in total, computed with ωB97M-V with the def2-TZVPD basis set.

Each line ends with the Löwdin charge.
Positions of all 22 atoms, in Å:
C (0.767856, 0.043080, 1.188540)  -0.208
C (2.060960, -0.054178, 0.330102)  -0.079
C (-0.123703, 1.232951, 0.862395)  -0.127
N (-0.893438, 1.179565, -0.395815)  -0.044
C (-0.943553, -0.022900, -1.178977)  0.006
C (-2.180613, 1.871114, -0.341906)  0.011
H (1.084974, 0.161508, 2.222375)  0.123
H (0.218793, -0.890457, 1.102164)  0.104
H (2.328592, 0.894208, -0.161515)  0.084
H (2.881156, -0.190062, 1.028436)  0.084
H (1.978057, -0.691826, -0.547577)  0.064
H (0.439234, 2.163589, 0.837513)  0.156
H (-0.862180, 1.314079, 1.624493)  0.125
H (-1.220092, 0.196016, -2.203718)  0.124
H (-1.601300, -0.768944, -0.711780)  0.146
H (0.018918, -0.528668, -1.122924)  0.082
H (-2.787444, 1.562846, -1.189214)  0.107
H (-2.712886, 1.571681, 0.553240)  0.120
H (-2.045621, 2.948632, -0.370833)  0.123
H (0.787358, -4.571013, -0.883984)  0.035
H (1.252796, -3.335755, -0.064258)  0.004
O (1.552136, -4.085465, -0.576758)  -0.041

Cartesian forces (eV/Å) of the 3 atoms listed first:
C 0.82 0.27 -1.16
C -0.29 1.41 -0.03
C 0.63 -0.43 -0.72

Results
Strongest force on any atom in eV Å⁻¹: 2.3
Total charge: +1
Multiplicity: 2
Relative energy (zero: lowest compared OMol25 entry of this formula, charge and spin) in kcal per mole: 18.71
Total energy in eV: -8957.0752

---

(3)
A structure of composition C4H7KO2, computed with ωB97M-V with the def2-TZVPD basis set.

Each line ends with the Löwdin charge.
Positions of all 14 atoms, in Å:
H (-1.090538, -0.067849, -0.771808)  0.166
O (-2.767258, -0.694809, -1.532704)  -0.030
K (-2.216556, 1.591391, 2.000109)  0.806
C (-2.740098, 0.329355, -0.652746)  -0.308
O (-3.919452, 0.884507, -0.664117)  -0.182
C (-4.248605, 1.798442, 0.477168)  -0.326
C (-1.603064, -1.257485, -0.913587)  -0.331
C (-0.434991, -1.682196, -1.777202)  -0.121
H (-4.550349, 2.737338, -0.023730)  -0.014
H (-5.187106, 1.368718, 0.875231)  -0.014
H (-1.974922, -2.157821, -0.400097)  0.128
H (-0.120544, -0.773969, -2.312827)  0.071
H (0.405706, -1.723253, -1.065694)  0.081
H (-0.747345, -2.495235, -2.444170)  0.074

Cartesian forces (eV/Å) of the 3 atoms listed first:
H -0.77 -4.31 2.40
O 1.24 0.62 1.20
K 0.67 -0.12 0.29

Results
Strongest force on any atom in eV Å⁻¹: 7.0
Total charge: 0
Relative energy (zero: lowest compared OMol25 entry of this formula, charge and spin) in kcal per mole: 135.83
Total energy in eV: -24674.0888

---

(4)
A structure of composition C24H30BrF7O21S, computed with ωB97M-V with the def2-TZVPD basis set.

Each line ends with the Löwdin charge.
Positions of all 84 atoms, in Å:
C (2.431597, -1.170920, 0.745378)  -0.088
C (3.119019, 0.182619, 0.577957)  -0.173
C (2.735403, 1.303843, 1.518749)  -0.367
F (3.139799, 1.023397, 2.816172)  0.016
O (1.353853, 1.649588, 1.557791)  -0.278
S (0.119826, 0.856660, 2.268984)  0.903
O (0.623065, -0.353775, 2.887941)  -0.393
O (-0.565976, 0.280701, 0.924682)  -0.378
C (-1.368458, 1.029793, 0.027014)  -0.684
Br (-2.081467, 2.664901, 0.836530)  0.724
C (-2.510607, 0.153583, -0.479285)  -0.283
C (-3.009043, -0.851859, 0.565924)  -0.070
H (2.473372, -1.515870, 1.783291)  0.074
H (1.379944, -1.144179, 0.425750)  0.059
H (2.943484, -1.914044, 0.116642)  0.078
H (4.207129, 0.083346, 0.686106)  0.119
H (2.940264, 0.573539, -0.440490)  0.100
H (3.208217, 2.246829, 1.215387)  0.158
H (-0.707003, 1.389696, -0.765674)  0.092
H (-3.327453, 0.816729, -0.782197)  0.106
H (-2.159904, -0.368385, -1.383169)  -0.067
H (-3.172304, -0.381884, 1.548301)  0.075
H (-2.290672, -1.676668, 0.683207)  0.086
H (-3.965471, -1.275813, 0.235503)  0.071
C (4.490329, 1.955126, -4.480851)  -0.039
C (3.248901, 1.410747, -3.796202)  -0.307
O (3.781611, 0.840112, -2.621292)  0.105
C (4.943984, 1.476972, -2.311766)  -0.551
O (5.453554, 1.415069, -1.247985)  0.187
O (5.349334, 2.218479, -3.361043)  0.083
F (2.637376, 0.430000, -4.505503)  0.071
H (4.932773, 1.178771, -5.107177)  0.148
H (4.324080, 2.858397, -5.056208)  0.122
H (2.501296, 2.154290, -3.517934)  0.170
C (-6.687300, 0.754097, 1.945175)  -0.036
C (-7.904386, 1.403220, 1.310022)  -0.314
O (-7.440109, 1.716888, 0.013047)  0.134
C (-6.409891, 0.883176, -0.298245)  -0.549
O (-5.936876, 0.762404, -1.374770)  0.183
O (-6.018027, 0.211318, 0.805220)  0.055
F (-8.282975, 2.540475, 1.938576)  0.075
H (-6.056328, 1.512721, 2.411165)  0.147
H (-6.910162, -0.036223, 2.654500)  0.142
H (-8.777196, 0.753001, 1.224539)  0.171
C (-0.798931, -0.742246, -4.317672)  -0.028
C (-0.283415, -0.000515, -3.098468)  -0.277
O (-1.389661, -0.033899, -2.227100)  0.022
C (-2.164574, -1.114171, -2.548830)  -0.485
O (-3.032886, -1.541773, -1.874625)  0.210
O (-1.768249, -1.616512, -3.738893)  0.113
F (0.039449, 1.288832, -3.370731)  0.084
H (-1.291158, -0.040813, -4.993363)  0.150
H (-0.044169, -1.315194, -4.846081)  0.142
H (0.568943, -0.470887, -2.604055)  0.182
C (-1.161177, 0.369536, 7.037706)  -0.040
C (-0.821974, -1.016536, 6.520359)  -0.308
O (-2.080076, -1.488016, 6.081488)  0.120
C (-2.858375, -0.416678, 5.762773)  -0.552
O (-3.868407, -0.470717, 5.150699)  0.182
O (-2.288501, 0.713980, 6.230462)  0.074
F (-0.353203, -1.838845, 7.491658)  0.070
H (-1.462584, 0.310711, 8.084778)  0.145
H (-0.371571, 1.102023, 6.906490)  0.142
H (-0.123230, -1.030930, 5.680952)  0.166
C (-0.836316, -4.764227, 6.206674)  -0.052
C (-0.280769, -6.010275, 5.540593)  -0.313
O (-0.246037, -6.934920, 6.606452)  0.131
C (-1.167942, -6.563638, 7.539613)  -0.553
O (-1.521811, -7.237460, 8.442820)  0.186
O (-1.620095, -5.321119, 7.263865)  0.077
F (0.972487, -5.833072, 5.057947)  0.075
H (-0.023619, -4.173504, 6.629658)  0.133
H (-1.460717, -4.148511, 5.566825)  0.136
H (-0.900713, -6.417611, 4.739657)  0.172
C (5.850342, 3.516956, -9.660278)  -0.040
C (6.337341, 4.187900, -8.386299)  -0.311
O (5.180039, 4.152979, -7.570002)  0.129
C (4.378189, 3.138503, -7.988704)  -0.557
O (3.443153, 2.731893, -7.385851)  0.174
O (4.815434, 2.660659, -9.168879)  0.079
F (6.712365, 5.470170, -8.577357)  0.085
H (5.418714, 4.263492, -10.328443)  0.146
H (6.601911, 2.929869, -10.177186)  0.141
H (7.145190, 3.663700, -7.872418)  0.173

Cartesian forces (eV/Å) of the 3 atoms listed first:
C 0.05 -0.21 -0.07
C -0.09 0.18 -0.32
C -0.14 -0.16 0.30

Results
Strongest force on any atom in eV Å⁻¹: 10.7
Total charge: 0
Total energy in eV: -168266.7807

---

Number 3 is which compound? C4H7KO2

---

Which value of strongest force on any atom does entry 1 give? 1.8 eV Å⁻¹